Below is a cluster of 5 separate species, C12H35O5 in total, with properties calculated with the ωB97M-V functional and the def2-TZVPD basis.

Structure (XYZ):
```
52
Properties=species:S:1:pos:R:3:forces:R:3
O 0.0095 -0.5019 0.3018 -0.66 -2.26 -1.48
H -0.7405 -0.1489 -0.2192 0.56 -0.05 -1.20
H 0.9225 -0.5569 -0.1362 -0.53 0.89 -0.76
H 0.0215 0.0521 1.0468 0.84 2.21 2.76
C -2.9075 0.9611 -0.1492 1.13 -0.51 0.51
C -2.3325 2.0931 -0.9562 0.81 -0.47 3.10
C -2.5345 3.4041 -0.2262 0.49 -5.11 2.21
O -0.9595 1.7371 -1.2092 -2.62 -4.76 5.28
H -2.2895 0.5861 0.7328 -0.69 1.18 -0.75
H -3.0095 0.1031 -0.7552 -0.32 -1.08 -0.81
H -3.8705 1.2481 0.1738 -1.08 0.05 0.70
H -2.7315 2.1941 -1.8832 -1.86 -0.16 -2.77
H -2.1125 4.1121 -0.6992 2.58 5.52 -3.71
H -2.0195 3.3691 0.6848 1.42 -0.41 1.57
H -3.4405 3.6491 0.1658 -3.24 0.41 -0.01
H -0.6745 2.3431 -1.7442 3.17 5.27 -5.00
C -1.6365 -3.5429 -3.4832 -5.81 3.31 0.43
C -1.2305 -2.0409 -3.2932 -2.02 -3.00 -2.41
C -2.3575 -1.1139 -3.5372 -3.52 0.28 -0.40
O -0.7785 -1.8299 -2.0482 4.96 5.09 -1.19
H -2.3015 -3.7719 -4.3292 0.53 0.53 -0.08
H -2.1765 -4.0949 -2.6772 -0.79 1.58 0.47
H -0.9705 -4.2159 -3.4302 6.38 -4.25 -0.80
H -0.5185 -1.8809 -4.0672 1.34 0.32 -0.15
H -2.1535 -0.2869 -4.2392 0.04 -0.19 0.60
H -2.6625 -0.7629 -2.5132 0.07 0.15 -1.31
H -3.2905 -1.6539 -3.9622 1.48 0.86 0.58
H -1.1105 -2.3979 -1.4862 -2.69 -4.72 4.30
C 0.3165 1.8761 4.4018 7.36 0.52 0.00
C 1.1045 0.9891 3.3128 2.14 1.26 3.93
C 0.8195 -0.4879 3.4548 13.16 1.48 4.52
O 0.6095 1.4211 2.1248 -0.78 0.03 -3.93
H 0.5605 1.4371 5.3358 0.21 -0.22 1.23
H -0.6645 1.8911 4.3378 -4.74 -0.11 -1.05
H 0.7445 2.9431 4.4508 -0.73 -1.52 -0.30
H 2.3335 1.0041 3.3588 -2.92 0.89 0.16
H -0.0225 -0.6029 3.3378 -15.79 -2.09 -2.60
H 0.8865 -0.9919 4.5528 0.97 1.39 -2.63
H 1.3275 -0.9539 2.6448 0.82 -1.04 -0.05
H 0.8095 2.3241 1.7998 0.12 -0.82 0.89
C 4.0515 0.3391 0.6578 4.06 -1.02 -0.02
C 3.4015 -0.5999 -0.3402 -1.58 -1.31 1.15
C 2.8675 -1.9739 0.2298 2.47 1.62 4.49
O 2.2085 -0.0379 -1.0132 2.67 1.70 -0.90
H 3.6055 0.6121 1.6038 -0.56 0.01 -0.16
H 4.5295 1.1741 0.1378 -0.92 0.59 -0.03
H 5.1515 -0.1029 0.9428 -2.74 0.24 -0.33
H 4.1455 -0.7789 -1.1242 -0.23 -0.35 0.13
H 2.3125 -2.1219 1.2698 0.66 1.42 -2.13
H 3.7285 -2.5729 0.5228 0.39 -0.06 -0.41
H 2.3695 -2.5029 -0.4542 -2.03 -1.88 -2.90
H 2.6615 0.6661 -1.6062 -1.99 -1.41 1.27
```
Forces are in eV/Å.

Summary:
Kohn-Sham gap (eV): 10.8
Net charge: +1
Maximum force (eV Å⁻¹): 16.1
Lowest unoccupied orbital energy (eV): -2.34
Energy above the lowest of the compared OMol25 structures with the same formula, charge and spin (kJ/mol): 135.2
HOMO energy (eV): -13.1342